{
  "formula": "C10H23NOS",
  "method": "ωB97M-V with the def2-TZVPD basis set",
  "relative_energy_kj_mol": 224.7,
  "energy_ev": -25109.5045,
  "orbital_gap_ha": [0.2769, 0.2771],
  "e_homo_ev": [-7.4702, -7.4724],
  "species": ["H", "C", "H", "C", "C", "H", "H", "H", "C", "H", "C", "H", "H", "O", "H", "H", "H", "H", "H", "C", "C", "H", "C", "H", "N", "H", "C", "H", "H", "S", "C", "H", "H", "H", "H", "H"],
  "positions_angstrom": [[-3.54, -1.18, 1.29], [1.08, -1.06, 0.96], [-2.40, 1.26, -3.09], [3.61, -0.72, 0.12], [-4.51, 1.91, -1.74], [1.08, -0.52, 1.96], [3.69, -3.48, 0.89], [4.92, -0.51, 1.90], [4.02, -0.03, 1.43], [0.26, -0.32, -1.02], [-2.03, 2.09, -2.44], [-1.12, 1.77, -2.02], [3.43, 0.00, -0.70], [-2.12, -0.91, -1.04], [4.21, 1.03, 1.18], [1.31, 0.79, -0.11], [1.96, -1.98, -0.71], [-2.94, 0.32, 2.19], [0.22, -1.75, 1.15], [2.82, -2.89, 1.19], [0.45, 0.06, -0.04], [-0.70, 1.43, 0.95], [-3.12, 2.04, -1.36], [1.89, -3.56, 1.44], [-0.71, 0.80, 0.29], [-3.04, 2.82, -0.58], [-2.73, -0.48, 1.44], [-2.10, 3.01, -2.83], [-5.00, 1.89, -0.72], [-2.23, 0.10, -0.04], [2.33, -1.70, 0.30], [3.01, -2.47, 2.22], [-4.73, 0.94, -1.95], [-4.90, 2.72, -2.33], [3.19, -0.14, 2.18], [4.40, -1.28, -0.34]]
}

{
  "formula": "C12H25MgN2O9P3S2",
  "method": "ωB97M-V with the def2-TZVPD basis set",
  "energy_ev": -89222.2437,
  "orbital_gap_ha": 0.0979,
  "charge": 2,
  "e_homo_ev": -14.1008,
  "species": ["H", "H", "N", "H", "H", "S", "H", "H", "H", "C", "H", "H", "O", "C", "N", "H", "H", "H", "O", "H", "P", "C", "P", "O", "H", "C", "C", "C", "H", "H", "H", "H", "H", "C", "O", "O", "H", "P", "C", "O", "H", "C", "C", "H", "O", "O", "H", "Mg", "H", "C", "H", "C", "S", "O"],
  "positions_angstrom": [[-2.61, 3.33, -1.07], [2.25, -1.88, 0.36], [-2.46, 2.22, 2.50], [2.37, -0.29, -1.53], [0.37, 4.77, -0.41], [-0.87, 4.90, -0.94], [4.97, -1.28, 1.39], [-0.35, -2.10, 1.79], [-3.65, -1.60, -1.52], [2.78, -1.89, 2.46], [4.42, -2.27, 0.08], [2.69, 0.72, 0.22], [-1.33, 1.09, -2.93], [1.24, -1.93, -2.31], [-1.21, 1.07, 0.35], [-2.16, 3.70, 0.58], [-4.17, -1.82, 1.60], [-1.66, 2.80, 2.29], [-1.52, -1.02, -2.20], [1.48, 0.04, -2.97], [-2.65, 0.95, 1.39], [2.80, -1.27, 1.07], [-0.52, -1.78, 0.44], [-1.52, 5.98, -0.28], [0.59, -0.13, 2.23], [-1.77, 3.42, -0.39], [0.85, 0.41, 1.32], [-0.14, 0.03, 0.16], [-2.26, 1.77, 3.38], [1.78, -2.04, 2.85], [3.33, -1.26, 3.15], [2.00, -2.50, -1.79], [0.73, 1.45, 1.58], [4.26, -1.31, 0.57], [-0.80, 4.89, -2.36], [1.43, -2.16, -3.70], [0.56, -2.28, -4.09], [-2.62, -2.27, 0.20], [1.41, -0.43, -2.00], [-2.71, -3.70, -0.34], [0.28, -2.32, -2.01], [-0.99, 0.12, -2.24], [-0.95, 2.18, -0.34], [3.28, -2.85, 2.44], [-3.42, -1.25, -0.65], [-3.33, -2.30, 1.61], [4.47, -0.56, -0.18], [-3.13, -5.52, -0.26], [-3.63, 1.55, -0.48], [0.25, 0.26, -1.29], [2.86, 0.65, 1.92], [2.34, 0.18, 1.09], [0.52, 2.10, -1.19], [-3.87, 1.41, 0.44]]
}

{
  "formula": "C28H71B3N4O7S",
  "method": "ωB97M-V with the def2-TZVPD basis set",
  "energy_ev": -63350.5385,
  "orbital_gap_ha": 0.3078,
  "smiles": "C[C@H](O)COB1OBOB(C[SH](=O)=O)O1.CCN(CC)CC.CCN(CC)CC.CCN(CC)CC.CCN(CC)CC",
  "e_homo_ev": -8.1699,
  "species": ["H", "H", "H", "B", "H", "H", "H", "C", "N", "C", "H", "H", "H", "H", "S", "C", "C", "H", "C", "C", "H", "H", "H", "H", "O", "N", "H", "O", "H", "H", "C", "H", "C", "H", "C", "H", "H", "H", "H", "H", "O", "C", "H", "C", "C", "H", "H", "H", "H", "H", "H", "H", "H", "H", "H", "H", "C", "H", "H", "C", "H", "C", "C", "H", "H", "H", "B", "H", "H", "H", "H", "H", "H", "C", "H", "O", "H", "N", "C", "H", "C", "H", "H", "N", "C", "C", "H", "H", "H", "H", "C", "H", "H", "H", "C", "C", "B", "C", "C", "H", "H", "H", "H", "H", "H", "H", "H", "O", "O", "C", "H", "H", "O", "C"],
  "positions_angstrom": [[-0.32, -2.84, 4.54], [9.25, 9.15, -3.83], [-3.81, -7.83, -0.09], [-1.17, -2.61, 0.56], [2.12, 5.50, -4.06], [-0.59, 5.86, -2.42], [2.00, 3.06, -4.01], [-5.84, -4.18, 1.45], [-0.98, -5.45, 5.16], [-3.76, 0.01, 0.88], [-2.79, 0.80, -1.19], [-2.26, -3.96, 4.34], [5.33, 7.10, -2.61], [8.58, 5.85, -3.19], [-4.00, 0.94, -0.60], [0.46, -3.33, 5.12], [-6.23, -5.64, 1.62], [7.16, 7.91, -5.67], [-3.90, -6.74, -0.06], [7.80, 7.81, -4.79], [7.80, 8.14, -1.29], [-2.36, -6.23, 6.46], [-5.38, -9.13, 0.67], [-1.30, 3.36, -2.83], [-3.73, -2.30, -0.31], [0.73, 3.43, -2.42], [-6.56, -3.65, 0.83], [-4.13, 2.32, -0.24], [8.82, 6.77, -0.82], [8.61, 9.73, -5.36], [-6.21, -8.73, 1.26], [-3.10, -6.33, -0.69], [-1.51, -5.54, 6.50], [-0.02, 5.82, -4.09], [-0.41, 3.84, -3.23], [-7.19, -5.69, 2.15], [-6.87, -9.56, 1.50], [0.02, -0.41, 0.14], [-7.22, -8.02, -0.51], [0.98, -5.32, 5.80], [3.00, -1.21, -0.78], [5.86, 7.79, -3.27], [1.70, 0.58, 1.76], [-5.26, -6.24, -0.55], [4.90, 8.21, -4.38], [1.85, 1.17, 0.09], [-2.85, -5.61, 4.32], [-0.73, 2.40, -0.38], [0.85, 4.96, -0.92], [-0.62, -4.52, 2.53], [-2.57, -3.63, 6.54], [-5.81, -8.35, 2.20], [-0.27, 3.40, -4.22], [-2.28, -4.86, 2.07], [1.55, 3.40, -0.53], [7.15, 5.79, -2.19], [7.82, 6.48, -2.72], [3.67, 4.91, -3.47], [-7.95, -7.51, 0.99], [2.04, 3.56, -3.04], [-5.54, -6.77, -1.47], [-0.58, 3.48, -0.32], [8.35, 9.20, -4.44], [-3.05, 0.57, 1.48], [-2.55, -4.50, 8.08], [3.30, 0.69, 0.99], [-3.20, -1.44, 0.62], [0.41, -2.97, 6.14], [2.74, 2.99, -2.43], [-5.16, -5.20, -0.85], [-5.79, -3.69, 2.42], [0.77, -5.19, 4.08], [-3.69, -6.42, 0.96], [2.10, -0.97, 0.30], [4.00, 8.65, -3.93], [-4.98, 0.32, -1.44], [7.61, 9.81, -3.91], [7.04, 7.11, -3.77], [2.25, 0.45, 0.82], [-0.52, 3.75, 0.74], [-1.48, -5.16, 2.75], [-4.86, -4.08, 0.98], [5.33, 8.97, -5.04], [-6.39, -6.34, 0.36], [-6.99, -7.65, 0.50], [2.60, 4.97, -3.23], [-4.75, 0.00, 1.36], [4.59, 7.36, -4.98], [-1.11, -3.65, 7.53], [-1.71, 5.49, -3.73], [0.35, -4.86, 5.03], [8.62, 7.16, -5.09], [-2.75, -2.86, -2.26], [2.38, -1.68, 1.08], [-1.95, -5.00, 4.18], [-1.96, -4.25, 7.20], [-2.75, -2.93, -1.08], [8.49, 7.38, -1.67], [-0.69, 5.34, -3.38], [-1.20, -6.19, 2.52], [2.51, 5.58, -2.33], [-5.49, -6.12, 2.29], [0.59, -1.52, -1.14], [1.42, -3.02, 4.70], [9.37, 7.88, -2.07], [6.10, 8.68, -2.66], [2.67, -0.76, -1.57], [-1.69, -3.49, -0.39], [-2.07, -1.85, 1.32], [0.65, -1.29, -0.07], [-1.46, 3.97, -0.72], [-0.76, -6.04, 7.13], [0.17, -2.41, 0.69], [0.70, 3.87, -1.03]]
}

{
  "formula": "C4H9N2OP",
  "method": "ωB97M-V with the def2-TZVPD basis set",
  "relative_energy_kj_mol": 286.0,
  "energy_ev": -18606.8026,
  "orbital_gap_ha": 0.3696,
  "smiles": "O=CN/N=C/P.C=C",
  "e_homo_ev": -9.2784,
  "species": ["C", "H", "H", "H", "H", "H", "H", "N", "O", "N", "C", "P", "H", "H", "C", "C", "H"],
  "positions_angstrom": [[-1.28, -1.66, 0.96], [-0.46, -2.01, 1.52], [-0.06, 0.84, -1.59], [3.19, 1.07, 1.06], [2.07, -0.11, -1.48], [-0.91, 3.00, -0.22], [-0.38, 2.19, 1.50], [1.20, 0.98, 0.07], [4.43, -0.06, -0.09], [2.25, 0.41, -0.51], [3.41, 0.54, 0.12], [-1.25, 1.86, 0.49], [-2.20, -1.40, 1.42], [-1.85, -1.31, -0.98], [-1.01, -1.53, -0.30], [0.09, 1.09, -0.50], [-0.15, -1.97, -0.75]]
}

{
  "formula": "C9H14N2O2",
  "method": "ωB97M-V with the def2-TZVPD basis set",
  "relative_energy_kj_mol": 437.3,
  "energy_ev": -16631.5462,
  "orbital_gap_ha": 0.3465,
  "smiles": "O=c1cc[nH]c(=O)[nH]1.C1CCCC1",
  "e_homo_ev": -9.0122,
  "species": ["N", "H", "H", "H", "H", "O", "C", "C", "C", "H", "O", "C", "H", "H", "N", "H", "C", "H", "H", "H", "C", "C", "C", "C", "H", "H", "H"],
  "positions_angstrom": [[3.35, -0.82, -1.25], [-2.13, 0.03, -1.21], [1.00, -2.02, 0.50], [-0.88, 2.41, 2.00], [-0.54, -1.09, 0.80], [3.32, -2.12, 0.69], [-1.58, -0.63, 0.99], [1.25, -0.02, -2.04], [-2.14, 0.33, -0.13], [4.38, -0.95, -1.36], [-0.69, -0.85, -0.92], [-0.89, 1.53, 1.54], [-0.48, 1.89, -0.49], [-1.29, 0.11, 3.29], [1.37, -1.33, -0.09], [2.94, 0.14, -3.24], [-1.44, 1.63, 0.11], [-3.21, 0.63, 0.11], [-2.28, 2.30, -0.04], [0.68, 0.53, -2.82], [2.70, -1.50, -0.13], [-1.68, 0.36, 2.16], [0.55, -0.75, -1.02], [2.54, -0.20, -2.18], [-2.25, -1.47, 0.83], [0.15, 1.23, 1.44], [-2.73, 0.62, 2.48]]
}

{
  "formula": "C25H47N3O9P2S2",
  "method": "ωB97M-V with the def2-TZVPD basis set",
  "energy_ev": -89832.0929,
  "orbital_gap_ha": 0.0909,
  "charge": -2,
  "e_homo_ev": 1.2752,
  "species": ["H", "C", "C", "H", "H", "C", "C", "C", "H", "H", "H", "C", "H", "H", "C", "H", "H", "H", "C", "H", "H", "H", "O", "C", "O", "H", "N", "H", "O", "O", "H", "C", "H", "H", "H", "H", "H", "H", "P", "H", "H", "H", "H", "C", "H", "H", "C", "H", "H", "H", "C", "H", "C", "S", "H", "C", "H", "C", "H", "O", "C", "H", "S", "P", "N", "H", "C", "H", "C", "H", "H", "H", "C", "H", "H", "C", "H", "H", "C", "N", "C", "H", "O", "C", "O", "O", "C", "O"],
  "positions_angstrom": [[-1.49, -1.52, -0.67], [-1.86, 1.83, 3.54], [3.21, -1.93, -1.15], [-1.07, 2.42, -1.38], [-7.45, -1.16, -3.81], [-2.25, 4.09, -1.94], [6.89, 0.94, 0.54], [-2.10, 2.73, -1.22], [0.71, -1.80, -1.69], [-0.82, 5.57, -2.24], [4.80, -0.90, -2.84], [6.42, -0.53, -1.49], [1.34, 0.71, -0.05], [-0.03, 3.60, 2.38], [-1.12, -1.70, 0.34], [-2.69, 4.82, -1.28], [-6.58, -1.99, -1.03], [6.51, 0.37, -2.10], [6.29, 2.33, 0.75], [-2.90, 3.93, -2.80], [5.65, 2.34, 1.63], [4.95, 0.36, -0.18], [2.90, 2.53, 2.01], [-3.03, -0.83, 1.71], [-5.71, -1.86, -2.93], [2.31, -2.96, 0.48], [-0.95, 4.59, -2.45], [-3.22, -0.33, -1.14], [-4.09, -4.40, 3.53], [2.01, 0.59, 0.63], [7.10, 3.03, 0.96], [2.21, -2.94, -0.60], [-3.48, 2.54, 0.46], [-3.65, -2.58, -1.51], [4.43, 2.72, -0.31], [6.06, -2.12, -2.90], [3.23, -1.09, -0.47], [2.38, -3.92, -1.05], [1.78, 1.57, 1.85], [-5.90, -3.46, -1.69], [-1.56, -2.64, 0.70], [-2.73, 2.00, -1.72], [7.42, -0.95, -1.39], [-4.14, -0.65, -0.64], [5.66, 3.94, -0.56], [5.81, 2.41, -1.38], [-6.60, -0.81, -3.21], [7.79, 1.05, -0.07], [-2.27, 3.79, 0.63], [-4.31, 0.75, 1.03], [-2.44, 2.77, 0.26], [-4.45, -2.69, 0.06], [5.47, -1.50, -2.23], [-1.28, 1.90, 4.98], [4.59, -3.42, -1.80], [5.94, -0.08, -0.12], [0.12, -3.36, -1.06], [-1.58, 1.87, 1.16], [2.87, -1.58, -2.13], [1.61, 0.65, 3.12], [-5.73, -2.39, -1.60], [-6.97, -0.34, -2.30], [-1.05, -2.64, 4.25], [0.08, 2.78, 1.25], [-2.31, 1.76, 2.43], [-3.18, -1.90, 1.88], [-4.59, -3.31, 4.07], [7.22, 0.56, 1.51], [-4.43, -2.14, -0.89], [-6.08, -0.04, -3.79], [-5.04, -0.81, 1.27], [5.11, -2.57, -0.36], [-1.59, -0.57, 1.27], [-4.94, -0.07, -1.11], [5.87, -0.93, 0.55], [-4.17, -0.32, 0.85], [-3.19, -0.40, 2.69], [-0.91, 4.49, -3.46], [0.76, -2.50, -0.85], [-0.72, -0.54, 2.48], [5.50, 2.87, -0.45], [0.70, 0.58, 3.44], [-1.40, 0.63, 0.52], [-0.89, -1.45, 3.28], [-4.93, -3.27, 5.30], [-4.79, -2.27, 3.29], [4.64, -2.43, -1.33], [0.29, -1.84, 0.31]]
}

{
  "formula": "C4H11NO",
  "method": "ωB97M-V with the def2-TZVPD basis set",
  "relative_energy_kj_mol": 209.0,
  "energy_ev": -7862.3872,
  "orbital_gap_ha": 0.3364,
  "smiles": "C/C=C(/C)N.O",
  "e_homo_ev": -8.3259,
  "species": ["H", "C", "O", "H", "C", "H", "H", "H", "H", "H", "H", "H", "H", "N", "C", "H", "C"],
  "positions_angstrom": [[0.87, -2.38, -1.62], [0.62, 0.53, -1.33], [-1.97, 0.46, 2.12], [1.22, 0.01, 1.04], [0.90, 1.92, -0.62], [-0.77, -1.91, -1.77], [-1.22, -0.15, 1.79], [1.87, 1.65, -0.03], [0.17, -1.16, 1.58], [-0.21, -2.49, -0.27], [0.12, 2.31, 0.02], [1.03, 2.83, -1.24], [-2.33, 0.70, 1.26], [0.36, -0.45, 0.90], [0.07, -1.89, -1.13], [0.64, 0.35, -2.40], [0.38, -0.59, -0.53]]
}

{
  "formula": "C14H19ClN3O2",
  "method": "ωB97M-V with the def2-TZVPD basis set",
  "relative_energy_kj_mol": 25.1,
  "energy_ev": -35908.7066,
  "orbital_gap_ha": 0.3780,
  "smiles": "CC[N@H+](CC(=O)N1CCNC1=O)Cc1ccccc1Cl",
  "charge": 1,
  "e_homo_ev": -12.5208,
  "species": ["C", "H", "N", "H", "N", "H", "C", "O", "N", "Cl", "H", "H", "H", "H", "H", "H", "C", "H", "C", "C", "H", "H", "C", "H", "C", "H", "C", "H", "C", "C", "C", "O", "H", "C", "H", "C", "H", "H", "C"],
  "positions_angstrom": [[-3.60, -2.97, -0.08], [5.56, 2.11, 3.87], [-0.51, 0.67, 0.38], [0.73, -0.84, -0.44], [2.86, 1.53, 2.24], [4.01, 0.34, 3.60], [4.96, 2.20, 2.95], [1.93, 3.69, 2.11], [4.00, 3.28, 3.01], [-3.40, 1.59, -0.05], [-0.70, -0.49, -1.35], [5.62, 2.42, 2.15], [0.37, 1.82, -1.98], [0.09, 2.07, 1.93], [4.57, 0.37, 1.85], [0.91, 2.26, 0.44], [-4.64, -2.18, -0.59], [-1.76, -2.98, 1.03], [-1.17, -0.29, 1.26], [0.92, 0.92, -1.73], [-5.31, -0.16, -1.05], [-3.59, -4.05, -0.05], [-2.51, -2.36, 0.56], [1.16, 0.37, -2.65], [1.83, 0.83, 1.66], [-0.42, -1.05, 1.52], [0.54, 1.50, 1.12], [-5.48, -2.66, -1.05], [2.81, 2.91, 2.48], [0.11, -0.01, -0.79], [-3.41, -0.15, 0.03], [1.90, -0.41, 1.64], [-1.59, 0.16, 2.17], [-4.54, -0.78, -0.58], [-1.28, 1.29, 0.05], [-2.37, -0.92, 0.58], [1.83, 1.19, -1.23], [4.25, 4.25, 2.82], [4.13, 0.94, 2.67]]
}